Molecular formula: C17H36Co2N4O10
Method: DFT, wB97M-V/def2-TZVPD

Each line ends with the Löwdin charge.
Element x y z (Å)
Co -1.59782 1.92953 -2.13675  1.052
Co -1.91650 -0.44719 -5.32271  1.320
C -0.81572 -0.27890 -3.03875  -0.742
O -1.15122 -1.37451 -3.61116  -0.016
O -0.84086 0.03523 -1.79709  -0.023
O -1.07849 0.76023 -3.79886  -0.163
C 5.94996 1.53416 3.47759  -0.050
C 4.49818 1.67686 3.06175  -0.214
O 4.30570 0.94710 1.84362  0.047
C 3.07251 0.62016 1.50954  -0.615
O 2.08325 0.71316 2.19333  0.109
O 3.10189 0.14436 0.25730  0.018
C 1.85890 -0.22753 -0.31109  -0.043
H 6.19622 2.15495 4.33709  0.086
H 6.62580 1.68023 2.64102  0.083
H 6.02691 0.52633 3.89483  0.086
H 4.17328 2.71332 2.93922  0.122
H 3.86469 1.26499 3.84908  0.125
H 1.03157 0.15660 0.27854  0.068
H 1.78437 -1.31989 -0.32600  0.082
H 1.77002 0.11062 -1.33910  0.082
C -2.21409 2.97199 0.86904  -0.244
O -1.81493 2.68454 -0.27830  -0.102
N -2.02621 2.19914 1.91405  -0.133
C -2.53762 2.58845 3.22307  -0.003
C -1.32965 0.93319 1.81777  -0.005
H -2.71157 3.92132 1.08213  0.159
H -3.06882 1.74616 3.66487  0.106
H -3.24747 3.40943 3.16473  0.098
H -1.70984 2.86074 3.87729  0.108
H -0.35822 0.93288 2.31978  0.094
H -1.89651 0.18446 2.37649  0.098
H -1.22157 0.54098 0.81236  0.071
C -3.50331 -1.96188 -0.07577  -0.324
O -3.32234 -1.65054 1.09344  0.007
N -4.69090 -2.46581 -0.48255  -0.188
C -4.94836 -2.62864 -1.90353  -0.057
C -5.81883 -2.59430 0.40099  -0.037
H -2.75194 -1.85315 -0.87179  0.109
H -4.04713 -2.39477 -2.47573  0.061
H -5.67323 -1.88459 -2.24738  0.087
H -5.26069 -3.64234 -2.14657  0.100
H -6.36032 -3.53283 0.27662  0.099
H -5.59800 -2.44692 1.45112  0.091
H -6.55465 -1.82216 0.13700  0.096
C -0.25823 -6.00293 -0.66962  -0.300
O -1.45788 -6.01694 -0.63524  0.035
N 0.44233 -4.81462 -0.92008  -0.206
C 1.87489 -4.79600 -0.77116  -0.067
C -0.20629 -3.68266 -1.51816  -0.067
H 0.38658 -6.88191 -0.55354  0.139
H 2.31838 -4.78558 -1.77587  0.091
H 2.26831 -5.62788 -0.19466  0.092
H 2.21174 -3.86231 -0.31584  0.075
H -1.27652 -3.74602 -1.34733  0.074
H 0.21863 -2.76064 -1.11813  0.065
H 0.01528 -3.66672 -2.59537  0.088
C 1.38986 3.40498 -2.28578  -0.255
O 0.35559 2.73423 -2.14050  -0.079
N 2.16593 3.82671 -1.31055  -0.146
C 3.31496 4.67322 -1.59311  -0.016
C 1.87837 3.62596 0.10852  0.021
H 1.72590 3.63723 -3.30159  0.157
H 4.19983 4.28081 -1.09062  0.105
H 3.13188 5.68857 -1.23847  0.106
H 3.55067 4.71258 -2.65418  0.097
H 1.05313 2.92537 0.21949  0.083
H 2.73671 3.12008 0.55021  0.093
H 1.68351 4.59926 0.55103  0.112

Summary:
orbital gap (spin up / spin down): 3.1 / 2.8 eV
E: -4405.708753 a.u.
spin multiplicity: 7
total charge: +2


Molecular formula: C17H36NO5PS2
Method: DFT, wB97M-V/def2-TZVPD

Each line ends with the Löwdin charge.
Element x y z (Å)
O -4.98889 3.89996 0.70579  -0.029
C -4.69866 4.96019 0.14471  -0.734
O -5.31297 6.05133 0.33029  -0.168
C -3.51821 5.08922 -0.87717  -0.473
P -4.16346 6.25297 -2.23181  0.455
S -4.08509 5.51321 -4.06515  -0.005
C -3.13717 3.73737 -1.62822  -0.807
O -1.97572 3.68305 -2.11053  -0.106
O -3.96431 2.83084 -1.69790  -0.037
N -2.27336 5.55494 -0.24795  -0.426
S -2.31601 7.17645 0.37808  0.739
C -1.77862 4.54599 0.68849  -0.249
C -1.15512 5.02888 1.97989  -0.303
O 0.11247 5.68013 1.80942  -0.111
H -5.51698 6.52100 -1.99396  -0.024
H -3.40913 7.43928 -2.23365  -0.058
H -3.59974 7.58501 0.25177  -0.142
H -0.99833 3.98453 0.15503  0.109
H -2.52389 3.79082 0.96203  0.119
H -0.93319 4.11527 2.55539  0.099
H -1.81448 5.60696 2.61700  0.091
H 0.49920 5.21635 1.06245  0.070
C 1.57631 -1.73986 2.71114  -0.123
C 0.61711 -1.82442 1.52728  -0.274
C 0.55512 -0.53970 0.70296  -0.226
C 0.04209 0.68816 1.45484  -0.225
C -1.35237 0.54220 2.06931  -0.266
C -2.44894 0.31028 1.03083  -0.088
H 1.26772 -0.97515 3.42493  0.064
H 1.60768 -2.69471 3.24285  0.058
H 2.59020 -1.50694 2.37510  0.070
H -0.37997 -2.09932 1.88081  0.100
H 0.94577 -2.63934 0.87238  0.081
H -0.07082 -0.71458 -0.17539  0.106
H 1.55671 -0.31724 0.31705  0.106
H 0.03516 1.53553 0.76359  0.110
H 0.75143 0.95271 2.24754  0.097
H -1.58429 1.45869 2.61870  0.095
H -1.36519 -0.26818 2.80855  0.090
H -2.48395 1.12850 0.30778  0.080
H -3.42304 0.25117 1.51710  0.074
H -2.29630 -0.62321 0.48306  0.062
C 2.91321 -5.33232 0.97964  -0.104
C 4.02195 -5.09821 -0.04150  -0.269
C 3.60826 -4.16173 -1.17610  -0.225
C 2.45445 -4.66556 -2.04396  -0.225
C 2.68924 -6.02146 -2.70787  -0.273
C 3.86350 -6.02444 -3.68238  -0.117
H 2.04582 -5.81747 0.52932  0.069
H 3.26973 -5.97546 1.78672  0.068
H 2.58828 -4.38768 1.41963  0.056
H 4.36392 -6.05800 -0.44092  0.094
H 4.88163 -4.65817 0.47203  0.102
H 4.48072 -3.96540 -1.80656  0.100
H 3.32303 -3.19444 -0.75141  0.108
H 2.25557 -3.92010 -2.81937  0.114
H 1.54311 -4.72036 -1.44266  0.102
H 1.78310 -6.29886 -3.25320  0.103
H 2.83809 -6.79702 -1.95080  0.096
H 3.71520 -5.28540 -4.47217  0.075
H 3.96647 -7.00388 -4.15385  0.064
H 4.80595 -5.80237 -3.17901  0.062

Summary:
orbital gap: 4.6 eV
E: -2238.023597 a.u.
energy relative to the best compared isomer or geometry (same formula, charge and spin): 10.11 kcal per mole
total charge: -2


Molecular formula: C17H37MoO5SSe2Si
Method: DFT, wB97M-V/def2-TZVPD

Each line ends with the Löwdin charge.
Element x y z (Å)
Mo 1.10066 -0.14114 0.29293  0.771
O 2.36089 2.07751 -2.92522  -0.131
C 2.58616 3.34836 -2.34592  -0.217
C 2.53277 3.30212 -0.80647  -0.547
C 3.02008 4.69306 -0.31452  -0.217
O 2.17268 5.74640 -0.70959  -0.032
C 3.52657 2.29885 -0.21248  -0.452
Se 3.27218 0.37477 -0.60526  0.697
C 1.11836 3.15613 -0.21445  -0.455
Se -0.08044 1.67048 -0.76868  0.683
H 2.49717 2.13080 -3.87772  0.106
H 1.83424 4.06175 -2.70091  0.134
H 3.57805 3.70892 -2.64487  0.137
H 4.04772 4.85827 -0.65427  0.138
H 3.02893 4.68632 0.77772  0.136
H 2.45089 6.11006 -1.55414  0.102
H 3.52920 2.37875 0.87622  0.067
H 4.53602 2.51140 -0.56521  0.081
H 0.55269 4.05977 -0.42876  0.072
H 1.19331 3.05020 0.86873  0.064
C 2.35821 0.67738 3.92197  -0.015
C 1.07333 0.02843 3.41678  -0.630
C 1.02382 -1.46215 3.75837  -0.006
C -0.15666 0.76611 3.93624  -0.008
O 1.06564 0.12139 1.98410  -0.419
Si -0.66126 -1.73660 -0.52141  -0.034
S 1.39546 -2.39645 -0.52891  0.332
O -1.53585 -2.00586 -1.82671  -0.187
C -1.45735 -1.80774 -3.26341  -0.624
C -1.69219 -3.17452 -3.89172  -0.014
C -2.55803 -0.81999 -3.62107  -0.015
C -0.09243 -1.26200 -3.66560  -0.045
O -1.45249 -2.05267 0.83482  -0.214
C -2.82570 -2.42412 1.15690  -0.619
C -3.11246 -3.78995 0.54870  -0.015
C -3.76442 -1.35926 0.60527  -0.016
C -2.88655 -2.47808 2.67570  -0.023
H 2.40737 0.60146 5.00650  0.102
H 2.38115 1.73275 3.64489  0.087
H 3.22646 0.17807 3.48919  0.093
H 0.92759 -1.61054 4.83254  0.102
H 1.93552 -1.94970 3.41017  0.096
H 0.16710 -1.91807 3.25983  0.074
H -0.24706 0.62714 5.01195  0.102
H -1.05503 0.37918 3.45394  0.080
H -0.07808 1.83319 3.72507  0.092
H -2.69771 -3.53627 -3.67691  0.092
H -0.97053 -3.89050 -3.49710  0.094
H -1.56577 -3.11315 -4.97256  0.097
H -3.52786 -1.19249 -3.29182  0.091
H -2.58850 -0.67429 -4.70080  0.097
H -2.36557 0.14174 -3.14149  0.085
H 0.69209 -1.99049 -3.46127  0.074
H 0.12887 -0.33662 -3.12564  0.050
H -0.09422 -1.04671 -4.73401  0.100
H -2.99912 -3.75075 -0.53501  0.079
H -4.13083 -4.09786 0.78438  0.099
H -2.42057 -4.53225 0.94875  0.097
H -3.74119 -1.36038 -0.48538  0.077
H -3.46654 -0.37123 0.96216  0.094
H -4.78513 -1.55296 0.93308  0.099
H -2.18843 -3.22556 3.05349  0.091
H -3.89250 -2.74386 2.99873  0.097
H -2.63069 -1.50655 3.10012  0.076

Summary:
orbital gap (spin up / spin down): 6.0 / 5.8 eV
E: -6604.802559 a.u.
total charge: +1


Molecular formula: C17H38F8O14S4Si
Method: DFT, wB97M-V/def2-TZVPD

Each line ends with the Löwdin charge.
Element x y z (Å)
O -1.15762 -2.40964 4.15939  -0.187
Si -0.48306 -2.29697 2.50182  0.621
O 0.63458 -0.89705 2.57607  -0.202
C -1.94400 -1.74736 1.37773  -0.184
C -2.34461 -2.79443 0.18270  -0.158
F -1.73659 -2.41291 -1.14642  -0.154
C 0.37678 -3.94098 1.99153  -0.196
F 0.82194 -3.97530 0.54858  -0.019
F -0.61513 -5.07305 2.10940  -0.033
C 1.61500 -4.36656 3.03049  -0.107
F 1.71542 -5.86842 2.89981  0.009
F 1.28225 -4.10981 4.45987  0.040
C 3.07659 -3.77510 2.57946  -0.115
F 3.81004 -3.46991 3.86445  0.021
F 3.94147 -4.78589 1.86975  0.019
F 3.03353 -2.50925 1.81179  0.048
H -0.86366 -1.57243 4.63498  0.058
H 1.06862 -0.78607 1.66052  0.085
H -2.87512 -1.53657 2.05931  0.114
H -1.65415 -0.71845 0.85628  0.110
H -3.51964 -2.66702 0.01238  0.123
H -2.18422 -3.92670 0.44109  0.118
C -4.58526 3.02496 6.13145  -0.077
C -3.57188 3.18471 5.01365  -0.278
O -2.24610 3.24334 5.51885  -0.264
S -1.52744 1.85950 5.98893  0.628
C 0.12497 2.49833 6.11647  -0.119
O -1.57087 0.91003 4.89749  -0.291
O -1.98918 1.52324 7.31888  -0.282
H -4.48806 2.04781 6.61378  0.072
H -5.60478 3.11054 5.74509  0.081
H -4.43216 3.78387 6.90536  0.086
H -3.67074 2.38528 4.27163  0.116
H -3.75875 4.13108 4.49536  0.124
H 0.46586 2.79937 5.12428  0.076
H 0.76491 1.70480 6.50841  0.078
H 0.12314 3.34718 6.80256  0.076
C -6.99976 1.03067 -2.26598  -0.079
C -5.98639 1.19041 -3.38378  -0.280
O -4.66061 1.24904 -2.87858  -0.266
S -3.94195 -0.13479 -2.40850  0.623
C -2.28954 0.50403 -2.28096  -0.112
O -3.98537 -1.08427 -3.49994  -0.280
O -4.40369 -0.47106 -1.07855  -0.302
H -6.90257 0.05351 -1.78365  0.070
H -8.01929 1.11625 -2.65234  0.080
H -6.84667 1.78958 -1.49207  0.085
H -6.08525 0.39098 -4.12580  0.116
H -6.17326 2.13678 -3.90207  0.123
H -1.94865 0.80508 -3.27315  0.055
H -1.64960 -0.28950 -1.88902  0.054
H -2.29137 1.35289 -1.59487  0.077
C 7.60240 1.43579 1.38584  -0.079
C 8.36481 0.14348 1.16089  -0.279
O 7.63038 -0.98025 1.62369  -0.266
S 6.39754 -1.53544 0.71577  0.632
C 6.17341 -3.07974 1.56412  -0.126
O 6.88101 -1.81025 -0.62040  -0.284
O 5.23293 -0.71051 0.95711  -0.295
H 6.70880 1.47997 0.75620  0.071
H 8.22713 2.30080 1.14606  0.080
H 7.26909 1.51370 2.42562  0.085
H 8.63831 0.02275 0.10728  0.117
H 9.29692 0.17474 1.73478  0.123
H 7.06687 -3.69164 1.42780  0.083
H 5.30546 -3.58098 1.13024  0.049
H 5.99598 -2.87863 2.62212  0.071
C 0.19476 4.02603 -7.88883  -0.078
C -0.93017 3.00797 -7.88459  -0.279
O -0.43195 1.68282 -7.99458  -0.266
S 0.22282 0.98272 -6.67791  0.628
C 0.27018 -0.67724 -7.30806  -0.120
O -0.73128 1.03535 -5.59092  -0.291
O 1.58397 1.45193 -6.52910  -0.285
H 0.80444 3.94229 -6.98429  0.071
H -0.20382 5.04345 -7.93401  0.080
H 0.86028 3.86535 -8.74299  0.086
H -1.55842 3.11501 -6.99391  0.116
H -1.57171 3.18168 -8.75488  0.124
H -0.75205 -1.02433 -7.46884  0.076
H 0.76786 -1.30621 -6.56675  0.079
H 0.83595 -0.68435 -8.24141  0.075

Summary:
orbital gap: 10.5 eV
E: -4404.938570 a.u.
SMILES: O[Si](O)(CCF)C(F)(F)C(F)(F)C(F)(F)F.CCOS(C)(=O)=O.CCOS(C)(=O)=O.CCOS(C)(=O)=O.CCOS(C)(=O)=O